No. 1
Entry from the Open Molecules 2025 dataset: C19H40InN4O as an isolated structure (wB97M-V/def2-TZVPD).

Geometry as XYZ:
```
65
Properties=species:S:1:pos:R:3:mulliken_charge:R:1
C 3.35 2.53 1.56 -0.58
O 3.64 1.16 1.30 -0.47
C 2.79 0.61 0.33 -0.01
C 2.78 -0.89 0.54 0.07
C 2.06 -1.28 1.84 -1.18
C 0.68 -1.90 1.53 -0.42
C -0.30 -0.76 1.24 0.73
C -1.66 -0.88 1.94 -1.93
In -2.78 1.00 1.37 1.09
C -5.01 0.70 1.19 -1.15
C -5.27 0.26 -0.20 0.06
N -5.05 -0.91 -0.60 -0.81
C -2.15 2.66 2.74 -1.16
C -1.48 3.75 1.91 -0.12
N -2.40 4.23 0.89 -0.54
H 3.05 2.60 2.60 0.27
H 4.23 3.12 1.38 0.25
H 2.54 2.88 0.94 0.15
H 3.13 0.83 -0.68 0.68
H 1.77 0.94 0.46 -0.54
H 2.36 -1.39 -0.33 -0.32
H 3.81 -1.22 0.64 0.45
H 2.65 -1.99 2.42 0.50
H 1.92 -0.39 2.43 0.52
H 0.81 -2.45 0.60 -0.17
H 0.35 -2.53 2.33 0.47
H -0.52 -0.68 0.18 0.03
H 0.11 0.19 1.57 -0.25
H -2.18 -1.79 1.67 0.43
H -1.51 -0.86 3.02 0.42
H -2.17 1.42 -0.27 -0.51
H -5.43 0.00 1.89 0.38
H -5.50 1.66 1.31 0.27
H -5.64 0.97 -0.92 0.38
H -4.69 -1.43 0.20 0.27
H -2.94 3.07 3.35 0.40
H -1.36 2.26 3.39 0.27
H -1.18 4.58 2.55 0.47
H -0.56 3.36 1.47 -0.06
H -2.35 3.62 0.08 0.11
H -2.10 5.13 0.55 0.29
C 0.28 -6.11 -2.18 -1.17
C 1.68 -5.57 -2.44 -0.57
C 2.01 -4.34 -1.60 -0.30
C 1.08 -3.25 -1.88 0.18
N 0.36 -2.42 -2.12 -0.41
H -0.48 -5.38 -2.44 0.36
H 0.10 -7.01 -2.77 0.34
H 0.16 -6.38 -1.12 0.30
H 1.78 -5.33 -3.50 0.31
H 2.42 -6.35 -2.23 0.34
H 3.03 -3.99 -1.81 0.37
H 1.95 -4.58 -0.53 0.32
C 0.91 1.17 -1.50 0.09
C 1.13 2.06 -2.72 -0.94
C 0.72 3.52 -2.47 -0.56
C -0.70 3.59 -2.14 0.39
N -1.79 3.64 -1.85 -0.52
H -0.14 1.12 -1.22 0.02
H 1.25 0.15 -1.70 0.16
H 1.48 1.54 -0.63 0.12
H 0.57 1.66 -3.56 0.40
H 2.19 2.04 -3.00 0.38
H 0.90 4.13 -3.36 0.39
H 1.29 3.94 -1.65 0.22
```

Computed properties:
**Electronic energy**: -1232.1960 hartree
**Spin multiplicity**: 1
**Gap between HOMO and LUMO**: 6.5 eV
**Net charge**: -1
**HOMO**: -4.151 eV
**Largest force on an atom**: 0.06433 hartree/bohr

***

No. 2
Entry from the Open Molecules 2025 dataset: one molecule with the formula C3H2OS (wB97M-V/def2-TZVPD).

Geometry as XYZ:
```
7
Properties=species:S:1:pos:R:3:mulliken_spin:R:1
C -1.34 0.62 -0.32 1.10
C -1.03 -0.53 0.24 -0.13
C 0.44 -0.72 0.33 0.92
O 2.83 -0.12 -0.09 0.01
S 1.50 0.48 -0.06 0.00
H -0.80 1.36 -0.95 0.07
H -1.59 -1.08 0.85 0.03
```

Computed properties:
**Electronic energy**: -588.6759 hartree
**Spin multiplicity**: 3
**Gap between HOMO and LUMO (spin up / spin down)**: 8.1 / 6.8 eV
**Net charge**: 0
**HOMO (spin up / spin down)**: -9.261 / -9.161 eV
**Largest force on an atom**: 0.11680 hartree/bohr

***

No. 3
Entry from the Open Molecules 2025 dataset: a 3-piece molecular cluster, C12H19N2O2PS3 overall (wB97M-V/def2-TZVPD).

Geometry as XYZ:
```
39
Properties=species:S:1:pos:R:3:mulliken_charge:R:1
S 3.31 -0.05 1.90 -0.40
P 2.22 -0.97 0.56 0.22
C 0.45 -0.74 0.77 0.58
C -0.05 0.36 1.50 -0.43
C -1.41 0.52 1.67 -0.72
C -2.31 -0.42 1.11 0.35
N -3.65 -0.24 1.31 -0.59
C -4.41 -1.14 0.77 -0.35
C -3.92 -2.25 0.04 -0.14
N -2.65 -2.46 -0.15 -0.57
C -1.82 -1.52 0.39 0.20
C -0.43 -1.65 0.23 -0.43
H 2.54 -0.58 -0.75 0.11
H 2.40 -2.36 0.63 0.07
H 0.63 1.07 1.95 0.35
H -1.82 1.34 2.23 0.46
H -5.48 -1.04 0.88 0.49
H -4.62 -2.94 -0.39 0.42
H -0.06 -2.50 -0.32 0.40
C 7.82 0.07 2.41 -0.94
S 7.13 0.62 0.85 0.59
O 8.20 0.50 -0.17 -0.67
C 7.03 2.36 1.30 -0.93
H 8.00 -1.00 2.33 0.30
H 8.75 0.59 2.60 0.34
H 7.10 0.26 3.21 0.33
H 8.03 2.72 1.57 0.34
H 6.34 2.48 2.13 0.33
H 6.66 2.90 0.43 0.30
C -4.08 0.52 -3.38 -1.00
S -5.37 0.02 -2.24 0.68
O -5.76 -1.37 -2.59 -0.62
C -6.64 1.11 -2.90 -1.07
H -3.20 -0.08 -3.17 0.28
H -4.41 0.34 -4.40 0.36
H -3.85 1.57 -3.23 0.37
H -6.79 0.89 -3.96 0.33
H -6.34 2.15 -2.76 0.37
H -7.56 0.92 -2.35 0.32
```

Computed properties:
**Electronic energy**: -2264.5030 hartree
**Spin multiplicity**: 1
**Gap between HOMO and LUMO**: 7.9 eV
**Net charge**: 0
**HOMO**: -8.519 eV
**Largest force on an atom**: 0.02719 hartree/bohr

***

No. 4
Entry from the Open Molecules 2025 dataset: one molecule with the formula C4H5NO2S (wB97M-V/def2-TZVPD).

Geometry as XYZ:
```
13
Properties=species:S:1:pos:R:3:mulliken_charge:R:1
O -1.06 1.44 1.54 -0.50
C -0.51 0.62 0.93 0.33
C 0.99 0.84 0.81 -0.23
O 1.80 -0.08 0.06 -0.24
N 0.91 -0.31 -1.11 -0.27
C -0.37 -0.68 -1.18 0.13
S -1.18 -1.28 -2.44 -0.28
C -1.08 -0.61 0.20 -0.57
H 1.02 1.78 0.20 0.30
H 1.45 1.23 1.82 0.36
H 1.36 -1.20 -1.75 0.36
H -1.24 -1.57 0.75 0.36
H -2.09 -0.17 0.18 0.27
```

Computed properties:
**Electronic energy**: -758.6924 hartree
**Spin multiplicity**: 1
**Gap between HOMO and LUMO**: 8.9 eV
**SMILES string**: O=C1CONC(=S)C1
**Net charge**: 0
**HOMO**: -9.006 eV
**Largest force on an atom**: 0.13905 hartree/bohr

***

No. 5
Entry from the Open Molecules 2025 dataset: C25H17F6N5O5RhS2 as an isolated structure (wB97M-V/def2-TZVPD).

Geometry as XYZ:
```
61
Properties=species:S:1:pos:R:3:mulliken_spin:R:1
Rh -0.62 0.28 0.29 0.91
C -3.59 -2.56 -1.32 0.00
C -2.77 -1.41 -1.22 0.00
N -1.62 -1.43 -0.60 -0.01
C -1.16 -2.58 -0.06 0.03
C -1.91 -3.77 -0.10 0.01
C -3.16 -3.72 -0.75 0.00
C -1.39 -4.94 0.50 0.00
C -0.18 -4.87 1.11 0.00
C 0.59 -3.68 1.14 -0.01
C 0.14 -2.52 0.54 -0.03
N 0.75 -1.29 0.48 0.04
C 1.99 -0.89 0.92 -0.02
C 3.02 -1.66 1.42 0.00
C 4.22 -1.08 1.89 0.00
C 4.45 0.26 1.84 0.00
C 3.44 1.10 1.30 0.00
C 3.58 2.49 1.18 0.00
C 2.57 3.24 0.64 0.00
C 1.40 2.59 0.22 0.00
N 1.24 1.29 0.31 -0.02
C 2.23 0.52 0.86 0.02
H -4.54 -2.50 -1.84 0.00
H -3.06 -0.47 -1.67 0.00
H -3.78 -4.61 -0.78 0.00
H -1.96 -5.86 0.48 0.00
H 0.22 -5.76 1.60 0.00
H 1.52 -3.70 1.67 0.00
H 2.93 -2.73 1.45 0.00
H 4.99 -1.73 2.30 0.00
H 5.37 0.70 2.20 0.00
H 4.49 2.97 1.52 0.00
H 2.65 4.31 0.54 0.00
H 0.57 3.14 -0.20 0.00
O -1.04 1.30 -1.66 0.03
N -1.70 2.44 -1.56 0.01
C -2.70 2.59 -0.66 0.01
C -3.40 3.77 -0.58 0.00
C -3.09 4.82 -1.43 0.01
C -2.06 4.65 -2.33 0.00
C -1.37 3.45 -2.37 0.01
H -2.88 1.73 -0.02 -0.01
H -4.19 3.85 0.16 0.00
H -3.65 5.74 -1.38 0.00
H -1.77 5.44 -3.01 0.00
H -0.55 3.23 -3.04 0.00
F -3.84 1.51 3.10 0.00
C -3.01 0.48 3.06 0.00
F -3.26 -0.39 4.02 0.00
F -3.21 -0.14 1.87 0.00
S -1.21 1.03 3.07 -0.01
O -0.49 -0.19 2.70 0.03
O -1.21 2.05 2.03 0.01
N -0.73 1.51 4.45 0.00
S -1.55 2.21 5.62 0.00
O -2.97 2.03 5.52 0.00
O -1.02 3.50 5.93 0.00
C -1.01 1.12 6.99 0.00
F -1.56 1.54 8.13 0.00
F 0.32 1.15 7.12 0.00
F -1.40 -0.13 6.76 0.00
```

Computed properties:
**Electronic energy**: -3118.9034 hartree
**Spin multiplicity**: 2
**Gap between HOMO and LUMO (spin up / spin down)**: 6.4 / 6.3 eV
**Net charge**: 0
**HOMO (spin up / spin down)**: -6.962 / -6.897 eV
**Largest force on an atom**: 0.07664 hartree/bohr

***

No. 6
Entry from the Open Molecules 2025 dataset: C24H43N2P3RuSSe as an isolated structure (wB97M-V/def2-TZVPD).

Geometry as XYZ:
```
75
Properties=species:S:1:pos:R:3:mulliken_spin:R:1
Ru -0.29 -1.25 -1.49 0.72
P 0.82 0.62 -2.17 0.05
P -1.59 -0.98 0.25 -0.07
P -1.85 -1.17 -3.13 -0.07
H 2.11 2.11 1.99 0.04
C 2.37 1.05 2.08 -0.04
C 3.71 0.67 1.75 0.73
H 4.24 1.16 0.93 0.03
C 2.29 1.29 -1.31 0.03
C -0.17 2.14 -2.34 0.07
C 1.49 0.34 -3.85 0.02
C -2.75 -2.36 0.53 0.02
C -0.79 -0.85 1.87 0.09
C -2.63 0.52 0.20 0.07
C -1.11 -1.78 -4.70 0.02
C -2.78 0.31 -3.71 0.01
C -3.23 -2.35 -2.89 0.01
H 1.95 0.59 2.98 -0.01
H 4.25 -0.03 2.39 -0.02
H 2.00 2.03 -0.57 -0.01
H 2.96 1.77 -2.05 0.01
H 2.86 0.50 -0.81 0.01
H -0.37 2.60 -1.36 -0.02
H -1.14 1.93 -2.82 -0.01
H 0.37 2.87 -2.97 0.01
H 2.52 0.74 -3.89 0.00
H 0.88 0.84 -4.62 0.00
H 1.52 -0.74 -4.05 -0.01
H -2.87 -2.50 1.61 0.00
H -2.33 -3.28 0.10 0.00
H -3.73 -2.15 0.08 0.00
H 0.16 -1.40 1.86 -0.03
H -1.43 -1.26 2.66 0.00
H -0.60 0.21 2.09 -0.02
H -3.67 0.24 0.42 0.01
H -2.58 0.97 -0.80 -0.03
H -2.26 1.24 0.94 0.00
H -1.91 -2.20 -5.32 0.00
H -0.37 -2.56 -4.50 0.00
H -0.63 -0.95 -5.23 0.00
H -3.67 0.00 -4.28 0.00
H -2.15 0.93 -4.37 0.00
H -3.11 0.91 -2.86 0.00
H -3.64 -2.61 -3.88 0.00
H -4.02 -1.90 -2.28 0.00
H -2.89 -3.27 -2.40 0.00
C 1.13 -3.67 -0.39 0.29
C 1.84 -2.55 0.05 -0.03
C 2.73 -2.64 1.12 0.12
C 2.88 -3.87 1.77 0.23
C 2.15 -4.99 1.35 0.06
C 1.27 -4.90 0.28 0.03
Se -0.15 -3.35 -1.80 0.42
H 1.52 0.45 0.99 0.28
H 1.63 -1.58 -0.46 0.04
H 3.26 -1.74 1.44 -0.04
H 3.57 -3.95 2.61 -0.01
H 2.28 -5.94 1.87 0.01
H 0.66 -5.75 -0.05 0.00
N -1.49 3.86 0.02 0.13
C -0.91 3.69 1.25 0.07
N -1.20 2.71 2.07 0.10
C -0.45 2.80 3.24 0.21
C -0.48 1.91 4.32 0.10
C 0.45 2.06 5.35 0.05
C 1.38 3.10 5.33 0.22
C 1.41 4.01 4.27 0.04
C 0.50 3.85 3.22 0.12
S 0.39 4.76 1.72 -0.03
H -1.33 4.78 -0.40 0.00
H -2.41 3.46 -0.09 0.00
H -1.23 1.11 4.32 0.00
H 0.44 1.36 6.19 0.00
H 2.10 3.21 6.14 0.00
H 2.11 4.84 4.21 0.00
```

Computed properties:
**Electronic energy**: -4966.7520 hartree
**Spin multiplicity**: 5
**Gap between HOMO and LUMO (spin up / spin down)**: 5.6 / 4.4 eV
**Net charge**: +4
**HOMO (spin up / spin down)**: -18.130 / -19.718 eV
**Largest force on an atom**: 0.12361 hartree/bohr